C40H34N3NiPSb as an isolated structure in a non-equilibrium geometry. Source: the OMol25 dataset; level of theory: ωB97M-V/def2-TZVPD.

Results
Energy relative to the best compared isomer or geometry (same formula, charge and spin) in kcal/mol: 9.6
Total charge: +1
LUMO level (spin up / spin down) in eV: -2.47 / -2.45
Highest occupied orbital energy (spin up / spin down) in eV: -10.22 / -10.19
HOMO-LUMO gap (spin up / spin down) in eV: 7.76 / 7.74

Geometry (Å):
Ni -0.310 0.417 0.802
C 2.705 1.964 -0.521
C 2.876 1.539 0.904
C 4.140 1.692 1.477
C 4.380 1.267 2.758
C 3.327 0.693 3.456
C 2.094 0.587 2.837
N 1.848 1.002 1.582
Sb 0.555 -0.186 4.059
C -0.216 -1.754 2.838
C -0.121 -3.053 3.295
C -0.897 -4.035 2.686
C -1.801 -3.658 1.719
C -1.856 -2.325 1.312
C -2.930 -1.840 0.393
N -1.016 -1.415 1.804
C -0.961 1.244 3.535
C -1.430 2.048 4.556
C -2.517 2.880 4.318
C -3.140 2.811 3.093
C -2.635 1.972 2.102
C -3.385 1.785 0.822
N -1.519 1.262 2.301
H 3.685 2.109 -0.972
H 2.147 2.896 -0.589
H 2.171 1.221 -1.110
H 4.928 2.131 0.883
H 5.358 1.370 3.206
H 3.461 0.345 4.470
H 0.524 -3.301 4.128
H -0.833 -5.066 3.004
H -2.477 -4.376 1.277
H -3.219 -2.592 -0.337
H -2.637 -0.930 -0.126
H -3.805 -1.604 1.006
H -0.964 2.019 5.532
H -2.895 3.533 5.091
H -4.029 3.389 2.886
H -4.131 2.566 0.690
H -3.910 0.829 0.866
H -2.731 1.775 -0.044
C 4.380 -2.280 -1.827
C 3.969 -1.828 -0.585
C 2.687 -1.315 -0.425
C 1.811 -1.256 -1.502
C 2.225 -1.745 -2.742
C 3.505 -2.240 -2.907
P 0.133 -0.604 -1.254
C -0.849 -1.985 -1.925
C -1.884 -1.802 -2.835
C -2.615 -2.889 -3.294
C -2.318 -4.166 -2.845
C -1.282 -4.359 -1.940
C -0.549 -3.276 -1.489
C -0.154 0.787 -2.361
C -0.088 0.765 -3.729
C -0.261 1.954 -4.464
C -0.447 3.138 -3.808
C -0.475 3.198 -2.394
C -0.548 4.428 -1.695
C -0.464 4.435 -0.336
C -0.357 3.225 0.392
C -0.358 1.995 -0.226
C -0.371 1.999 -1.655
H 5.376 -2.676 -1.956
H 4.638 -1.875 0.261
H 2.366 -0.973 0.550
H 1.541 -1.760 -3.579
H 3.823 -2.606 -3.872
H -2.127 -0.806 -3.183
H -3.414 -2.733 -4.003
H -2.883 -5.013 -3.211
H -1.039 -5.353 -1.595
H 0.272 -3.437 -0.799
H 0.092 -0.160 -4.260
H -0.229 1.928 -5.542
H -0.554 4.056 -4.368
H -0.635 5.350 -2.252
H -0.480 5.378 0.197
H -0.268 3.293 1.468

***

C40H35CrN4OS as an isolated structure in a non-equilibrium geometry. Source: the OMol25 dataset; level of theory: ωB97M-V/def2-TZVPD.

Results
Energy relative to the best compared isomer or geometry (same formula, charge and spin) in kcal/mol: 0.6
Total charge: +2
Spin multiplicity: 4
LUMO level (spin up / spin down) in eV: -6.04 / -5.87
Highest occupied orbital energy (spin up / spin down) in eV: -12.57 / -12.63
HOMO-LUMO gap (spin up / spin down) in eV: 6.53 / 6.76

Geometry (Å):
Cr 1.000 0.575 0.569
C 1.195 0.036 4.945
C 0.796 0.591 3.692
N 1.488 0.275 2.604
C 2.509 -0.590 2.646
C 2.932 -1.199 3.835
C 2.189 -0.915 5.011
C 3.991 -2.142 3.794
C 4.572 -2.427 2.620
C 4.224 -1.803 1.389
C 3.235 -0.828 1.411
N 2.746 -0.109 0.347
C 3.217 -0.178 -1.007
C 4.467 -0.593 -1.476
C 4.737 -0.600 -2.877
C 3.734 -0.388 -3.804
C 2.522 0.057 -3.377
C 1.476 0.450 -4.212
C 0.212 0.826 -3.712
C 0.070 0.947 -2.348
N 1.023 0.555 -1.467
C 2.243 0.160 -1.965
H 0.564 0.160 5.828
H -0.087 1.195 3.575
H 2.425 -1.412 6.001
H 4.321 -2.543 4.746
H 5.379 -3.177 2.727
H 4.694 -2.095 0.448
H 5.307 -0.833 -0.834
H 5.744 -0.867 -3.171
H 3.860 -0.573 -4.869
H 1.675 0.297 -5.246
H -0.630 1.010 -4.344
H -0.847 1.309 -1.930
N -0.492 -0.738 0.736
S 0.029 -2.256 0.397
C -0.593 -2.777 -1.227
C -1.777 -2.216 -1.755
C -2.272 -2.616 -2.987
C -1.437 -3.536 -3.723
C -0.166 -3.939 -3.255
C 0.212 -3.604 -1.985
C -0.665 -3.310 1.603
C -1.887 -3.060 2.213
C -2.328 -3.864 3.282
C -1.568 -4.979 3.592
C -0.372 -5.284 2.879
C 0.125 -4.420 1.939
H -1.406 -0.509 0.424
H -2.484 -1.768 -1.062
H -3.222 -2.415 -3.410
H -1.803 -3.958 -4.687
H 0.381 -4.753 -3.704
H 1.071 -4.156 -1.629
H -2.478 -2.262 1.811
H -3.221 -3.603 3.847
H -1.840 -5.603 4.415
H 0.235 -6.146 3.164
H 0.995 -4.604 1.325
C -5.048 6.107 -1.464
C -3.811 5.285 -1.089
C -3.966 3.944 -0.744
C -2.954 3.129 -0.366
C -3.322 1.789 0.039
C -1.693 3.744 -0.291
C -0.607 3.034 0.327
O -0.573 1.798 0.566
C -1.537 5.158 -0.552
C -0.261 5.882 -0.390
C -2.586 5.885 -1.063
H -4.798 7.133 -1.825
H -5.740 6.141 -0.629
H -5.539 5.607 -2.364
H -5.034 3.569 -0.763
H -4.388 1.658 -0.257
H -3.299 1.579 1.166
H -2.789 1.021 -0.481
H 0.194 3.622 0.701
H 0.640 5.441 -0.849
H -0.001 5.855 0.646
H -0.329 6.919 -0.779
H -2.582 6.904 -1.292

***

C40H35CsN5P2S2Se as an isolated structure in a non-equilibrium geometry. Source: the OMol25 dataset; level of theory: ωB97M-V/def2-TZVPD.

Results
Total charge: -1
LUMO level in eV: 0.33
Highest occupied orbital energy in eV: -1.45
HOMO-LUMO gap in eV: 1.78

Geometry (Å):
Cs -15.547 1.002 10.432
C -23.774 -2.454 16.749
S -22.632 -1.163 17.212
C -21.630 -2.259 18.022
C -20.087 -1.495 18.082
C -19.454 -0.780 16.897
N -18.803 -1.583 15.899
P -18.882 -1.515 14.127
C -20.728 -1.301 13.867
C -21.317 -2.094 12.775
C -22.595 -1.716 12.187
C -23.240 -0.706 12.857
C -22.871 0.193 13.814
C -21.641 0.124 14.231
C -18.162 0.274 13.929
C -18.584 0.929 12.733
C -18.099 2.137 12.170
C -16.918 2.727 12.909
C -16.434 1.899 14.006
C -16.948 0.806 14.409
P -17.994 -2.904 16.607
C -18.980 -4.381 16.237
C -18.546 -5.479 16.883
C -19.021 -6.762 16.709
C -20.266 -6.868 15.860
C -20.659 -5.702 15.254
C -20.040 -4.523 15.354
C -16.613 -3.326 15.431
C -15.491 -2.449 15.643
C -14.436 -2.465 14.639
C -14.433 -3.416 13.637
C -15.613 -4.267 13.455
C -16.584 -4.201 14.453
H -23.160 -2.989 16.041
H -24.656 -2.531 16.005
H -23.325 -3.410 17.811
H -21.277 -3.118 17.410
H -21.602 -2.713 19.161
H -19.623 -2.567 17.902
H -19.450 -1.281 19.000
H -19.037 0.139 17.294
H -20.595 -0.119 16.366
H -20.385 -2.753 12.292
H -22.176 -2.143 11.226
H -24.223 -0.435 12.280
H -23.340 1.256 13.885
H -20.781 1.020 14.766
H -19.510 0.372 12.151
H -18.297 2.434 11.078
H -16.455 3.657 12.483
H -15.491 2.146 14.412
H -16.423 0.216 15.112
H -17.804 -5.509 17.624
H -18.800 -7.474 17.492
H -20.898 -7.767 15.830
H -21.547 -5.780 14.551
H -20.530 -3.635 14.879
H -15.509 -1.591 16.471
H -13.678 -1.682 14.587
H -13.323 -3.360 13.039
H -15.608 -5.044 12.687
H -17.298 -4.926 14.190
Se -10.025 5.991 18.019
N -10.208 4.815 16.668
C -11.391 4.424 16.822
C -12.013 3.244 15.967
C -11.013 2.685 15.095
C -11.664 1.658 14.320
C -13.006 1.338 14.485
N -13.795 1.883 15.449
C -13.218 2.949 16.130
C -14.165 3.312 17.264
N -15.432 3.066 17.539
C -16.074 3.536 18.449
C -15.579 4.386 19.477
C -14.342 4.921 19.220
C -13.541 4.401 18.139
C -12.258 4.842 17.825
N -11.569 5.577 18.728
H -9.906 3.065 15.006
H -11.086 1.181 13.387
H -13.427 0.380 14.079
H -17.213 3.092 18.566
H -16.161 4.703 20.377
H -13.788 5.550 19.805
S -17.740 0.569 8.569

***

C40H36BrCl2INSSbW as an isolated structure in a non-equilibrium geometry. Source: the OMol25 dataset; level of theory: ωB97M-V/def2-TZVPD.

Results
Energy relative to the best compared isomer or geometry (same formula, charge and spin) in kcal/mol: 0.0
Total charge: +2
Spin multiplicity: 3
LUMO level (spin up / spin down) in eV: -5.81 / -7.01
Highest occupied orbital energy (spin up / spin down) in eV: -13.20 / -13.19
HOMO-LUMO gap (spin up / spin down) in eV: 7.39 / 6.18

Geometry (Å):
W -0.510 0.568 1.631
C 2.844 3.592 0.766
C 1.359 3.909 0.660
C 1.112 5.405 0.924
C 0.471 3.137 1.604
C -0.902 3.030 1.330
C -1.804 2.545 2.299
C -1.353 2.043 3.533
C -2.303 1.683 4.632
C 0.045 1.981 3.724
C 0.921 2.568 2.806
H 3.388 4.176 0.024
H 3.063 2.538 0.596
H 3.249 3.870 1.742
H 1.013 3.686 -0.353
H 1.432 5.677 1.931
H 0.059 5.670 0.817
H 1.685 6.001 0.215
H -1.287 3.387 0.382
H -2.865 2.541 2.086
H -1.954 0.825 5.205
H -3.302 1.483 4.251
H -2.364 2.532 5.316
H 0.436 1.535 4.629
H 1.981 2.536 3.013
S 1.829 0.016 1.414
Sb 2.100 -0.180 -0.915
C 1.286 -1.955 -1.630
C 1.513 -3.134 -0.925
C 1.073 -4.331 -1.465
C 0.418 -4.342 -2.691
C 0.193 -3.162 -3.384
C 0.631 -1.955 -2.856
C 1.256 1.457 -1.908
C -0.128 1.613 -1.955
C -0.666 2.731 -2.578
C 0.174 3.678 -3.152
C 1.552 3.511 -3.112
C 2.101 2.400 -2.486
C 4.161 -0.084 -1.218
C 5.033 0.125 -0.156
C 6.397 0.177 -0.403
C 6.876 0.022 -1.696
C 5.999 -0.189 -2.753
C 4.634 -0.246 -2.519
H 2.024 -3.125 0.032
H 1.248 -5.257 -0.934
H 0.083 -5.282 -3.111
H -0.315 -3.178 -4.339
H 0.460 -1.034 -3.402
H -0.788 0.864 -1.531
H -1.740 2.853 -2.633
H -0.248 4.544 -3.646
H 2.202 4.244 -3.573
H 3.177 2.274 -2.455
H 4.662 0.243 0.856
H 7.086 0.335 0.416
H 7.940 0.062 -1.883
H 6.378 -0.314 -3.758
H 3.955 -0.422 -3.347
Cl -2.697 -1.151 -1.705
C -2.276 -2.415 -0.605
C -2.750 -3.693 -0.834
C -2.433 -4.708 0.055
C -1.643 -4.454 1.165
C -1.172 -3.173 1.387
Cl -0.179 -2.872 2.769
C -1.484 -2.125 0.510
N -1.072 -0.839 0.797
H -3.370 -3.881 -1.699
H -2.808 -5.707 -0.118
H -1.390 -5.240 1.863
Br -3.469 -1.186 3.278
C -4.560 -1.960 1.935
C -4.892 -3.299 2.083
C -5.694 -3.915 1.136
C -6.150 -3.198 0.040
C -5.815 -1.861 -0.105
C -5.023 -1.231 0.848
I -4.638 0.801 0.577
H -4.532 -3.846 2.944
H -5.966 -4.954 1.263
H -6.782 -3.672 -0.699
H -6.182 -1.298 -0.953

***

C40H36F3N2O3P2S3Sc as an isolated structure in a non-equilibrium geometry. Source: the OMol25 dataset; level of theory: ωB97M-V/def2-TZVPD.

Results
Energy relative to the best compared isomer or geometry (same formula, charge and spin) in kcal/mol: 0.0
LUMO level in eV: -0.32
Highest occupied orbital energy in eV: -8.23
HOMO-LUMO gap in eV: 7.91

Geometry (Å):
Sc -0.369 1.826 1.741
C 0.106 3.019 -2.583
C -1.403 3.226 -2.638
C -2.042 2.340 -3.711
C -2.075 3.014 -1.302
C -2.123 1.767 -0.677
C -2.889 1.578 0.479
C -3.613 2.628 1.053
C -4.519 2.408 2.232
C -3.514 3.878 0.453
C -2.767 4.062 -0.699
H 0.522 3.073 -3.592
H 0.338 2.029 -2.181
H 0.599 3.772 -1.970
H -1.588 4.270 -2.911
H -1.750 1.298 -3.575
H -1.709 2.650 -4.702
H -3.129 2.400 -3.683
H -1.649 0.911 -1.152
H -2.999 0.581 0.905
H -5.564 2.462 1.920
H -4.361 3.169 2.997
H -4.357 1.435 2.690
H -4.042 4.718 0.885
H -2.733 5.040 -1.159
S 1.131 1.072 3.571
C -0.349 0.732 4.437
S -1.840 1.150 3.639
C -0.330 0.098 5.645
C 0.904 -0.346 6.217
N 1.909 -0.703 6.643
C -1.546 -0.272 6.300
N -2.514 -0.593 6.827
F 1.805 4.423 3.233
C 1.773 5.000 2.049
F 2.958 4.871 1.456
F 1.480 6.293 2.188
S 0.494 4.263 0.936
O 0.344 5.204 -0.114
O 1.023 2.908 0.578
O -0.683 3.958 1.789
C -0.267 -1.682 -0.757
P 0.162 -0.795 0.784
C -0.750 -1.788 2.014
C -2.091 -2.096 1.778
C -2.860 -2.701 2.756
C -2.299 -3.008 3.988
C -0.965 -2.721 4.225
C -0.193 -2.111 3.247
C 1.907 -1.248 0.978
C 2.283 -2.570 1.212
C 3.621 -2.905 1.333
C 4.595 -1.923 1.205
C 4.228 -0.609 0.958
C 2.886 -0.270 0.856
P 0.309 -0.958 -2.337
C -0.267 -2.229 -3.521
C 0.327 -2.240 -4.784
C -0.109 -3.111 -5.766
C -1.156 -3.987 -5.507
C -1.751 -3.989 -4.258
C -1.307 -3.120 -3.269
C 2.102 -1.279 -2.319
C 2.948 -0.212 -2.607
C 4.325 -0.392 -2.643
C 4.862 -1.643 -2.389
C 4.024 -2.717 -2.108
C 2.654 -2.537 -2.084
H -1.360 -1.677 -0.824
H 0.048 -2.724 -0.621
H -2.565 -1.840 0.838
H -3.901 -2.917 2.563
H -2.902 -3.457 4.765
H -0.522 -2.948 5.186
H 0.837 -1.854 3.465
H 1.530 -3.342 1.311
H 3.903 -3.930 1.528
H 5.640 -2.184 1.299
H 4.983 0.158 0.856
H 2.610 0.767 0.671
H 1.148 -1.566 -4.998
H 0.368 -3.106 -6.736
H -1.499 -4.667 -6.275
H -2.561 -4.672 -4.043
H -1.787 -3.156 -2.303
H 2.529 0.762 -2.810
H 4.972 0.444 -2.866
H 5.933 -1.787 -2.414
H 4.444 -3.693 -1.908
H 2.003 -3.381 -1.880